Arrangement P

17
Properties=species:S:1:pos:R:3 method="wB97M-V/def2-TZVPD" orbital_gap_ev=11.0
C -1.564 -0.783 -0.499
C -0.095 -0.833 -0.102
O 0.633 -1.327 -1.220
O 0.022 -1.794 0.942
C 0.490 0.514 0.326
C -0.172 1.782 -0.120
N 1.947 0.581 0.569
O 1.000 0.571 1.663
H -1.720 -0.166 -1.391
H -1.932 -1.787 -0.741
H -2.188 -0.397 0.314
H 1.479 -0.851 -1.245
H 0.760 -1.524 1.508
H -1.186 1.856 0.287
H 0.376 2.669 0.217
H -0.229 1.823 -1.212
H 2.379 -0.334 0.704



Arrangement Q

17
Properties=species:S:1:pos:R:3 method="wB97M-V/def2-TZVPD" orbital_gap_ev=9.9
C 0.817 1.431 -0.422
C 0.144 0.146 0.111
N -0.181 0.282 1.546
C -1.148 -0.138 -0.682
O -1.849 -1.161 0.106
C 1.191 -0.974 0.041
O 2.397 -0.734 -0.104
O 0.684 -2.145 0.161
H 0.822 1.133 -1.434
H 0.131 2.565 -0.309
H 1.612 1.653 -0.021
H 0.557 0.956 2.174
H -0.912 0.772 1.627
H -1.695 0.758 -0.894
H -1.062 -0.401 -1.651
H -2.898 -1.391 -0.313
H 1.390 -2.752 0.064



Arrangement R

17
Properties=species:S:1:pos:R:3 method="wB97M-V/def2-TZVPD" orbital_gap_ev=9.5
C -1.574 0.549 1.208
C -0.365 1.320 0.799
O 0.756 1.059 1.502
N -0.371 2.144 -0.194
O 0.903 2.705 -0.424
H -2.472 1.003 0.780
H -1.486 -0.475 0.835
H -1.669 0.533 2.296
H 0.577 0.530 2.296
H 1.534 2.008 -0.151
C 0.054 -1.974 -1.374
C 1.289 -1.160 -1.142
O 1.596 -0.181 -1.810
H -0.327 -2.322 -0.410
H 0.303 -2.836 -1.996
H -0.714 -1.366 -1.858
H 1.967 -1.537 -0.358



How far above the most stable structure does each one sit? In hartree: arrangement P 0.0055; arrangement Q 0.0545; arrangement R 0.0000.